Entry 1:
Here is 2 unconnected molecules or ions with the total composition C4H13NS from OMol25. Energies are from the ωB97M-V functional and the def2-TZVPD basis.

```
19
C4H13NS, DFT the ωB97M-V functional and the def2-TZVPD basis
C -2.086 2.003 0.926
C -2.322 0.485 0.825
S -4.009 0.326 0.071
H -1.105 2.162 1.419
H -2.006 2.443 -0.069
H -2.897 2.472 1.471
H -1.589 -0.014 0.176
H -2.411 0.078 1.826
C 1.739 -0.159 -1.026
N 1.635 -1.577 -0.651
C 2.932 -2.038 0.005
H 1.397 0.518 -0.226
H 1.122 0.042 -1.912
H 2.747 0.255 -1.254
H -4.371 1.552 -0.402
H 1.737 -1.946 -1.598
H 3.074 -3.067 -0.325
H 3.782 -1.425 -0.305
H 2.632 -2.111 1.047
```

E	-613.0841	Ha
SMILES	CCS.CNC
HOMO energy	-8.904	eV
relative energy (zero: lowest compared OMol25 entry of this formula, charge and spin)	28.2	kcal per mole



Entry 2:
Here is 3 unconnected molecules or ions with the total composition C4H13O3S from OMol25. Energies are from the ωB97M-V functional and the def2-TZVPD basis.

```
21
C4H13O3S, DFT the ωB97M-V functional and the def2-TZVPD basis
C -0.882 -1.006 -1.073
O -0.759 -1.794 0.072
C -0.059 0.204 -1.180
C 1.418 -0.224 -0.636
C 2.483 0.754 -0.362
S 2.454 1.270 1.409
H -2.034 -0.727 -1.153
H -0.906 -1.821 -1.818
H 0.064 0.441 -2.306
H -0.369 1.216 -0.877
H 1.079 -0.852 0.213
H 1.905 -0.892 -1.415
H 2.593 1.687 -0.912
H 3.488 0.264 -0.419
H 1.256 0.847 1.822
H -1.890 0.718 1.522
H -3.154 0.602 0.615
O -2.730 1.379 1.004
H -1.050 -1.486 0.976
H -1.852 -0.402 2.506
O -1.053 -0.177 2.012
```

E	-784.0740	Ha
charge	-1
HOMO energy	-4.782	eV
relative energy (zero: lowest compared OMol25 entry of this formula, charge and spin)	39.1	kcal per mole



Entry 3:
Here is 3 unconnected molecules or ions with the total composition C4H13O4 from OMol25. Energies are from the ωB97M-V functional and the def2-TZVPD basis.

```
21
C4H13O4, DFT the ωB97M-V functional and the def2-TZVPD basis
C -0.349 -0.444 -1.899
O 0.299 -1.300 -1.021
C -0.227 1.071 -1.526
C 0.847 1.371 -0.479
C 0.282 1.329 0.947
O -0.128 0.041 1.322
H -0.084 -0.756 -2.916
H -1.434 -0.657 -1.948
H 0.100 -0.968 0.042
H -1.179 1.293 -1.073
H -0.155 1.642 -2.426
H 1.685 0.695 -0.600
H 1.379 2.301 -0.735
H -0.513 2.060 1.064
H 1.111 1.557 1.621
H 1.266 -2.424 -0.008
H 1.804 -2.470 1.471
O 1.714 -2.979 0.646
H -2.810 -0.314 2.106
H -1.333 -0.537 2.509
O -2.276 -0.512 2.902
```

E	-461.1727	Ha
charge	-1
HOMO energy	-4.177	eV
relative energy (zero: lowest compared OMol25 entry of this formula, charge and spin)	25.0	kcal per mole



Entry 4:
Here is 3 unconnected molecules or ions with the total composition C4H13O4 from OMol25. Energies are from the ωB97M-V functional and the def2-TZVPD basis.

```
21
C4H13O4, DFT the ωB97M-V functional and the def2-TZVPD basis
C 0.031 -1.163 -1.304
O 0.078 -2.583 -1.547
C -1.418 -0.667 -1.155
C -1.406 0.619 -0.343
C -0.878 0.444 1.086
O 0.370 0.913 1.411
H 0.532 -0.928 -0.362
H 0.588 -0.575 -2.041
H 0.540 -2.858 -0.745
H -1.967 -1.527 -0.744
H -1.816 -0.467 -2.175
H -0.968 1.435 -0.896
H -2.490 0.911 -0.258
H -0.997 -0.653 1.354
H -1.614 0.882 1.808
H 1.161 2.650 -0.975
H 0.345 2.481 0.280
O 0.758 3.181 -0.284
H 2.424 -0.531 1.229
H 1.105 -0.236 1.717
O 1.909 -0.969 1.924
```

E	-461.1673	Ha
charge	-1
HOMO energy	-4.183	eV
relative energy (zero: lowest compared OMol25 entry of this formula, charge and spin)	28.4	kcal per mole



Entry 5:
Here is a molecular structure, C4H13O4 from OMol25. Energies are from the ωB97M-V functional and the def2-TZVPD basis.

```
21
C4H13O4, DFT the ωB97M-V functional and the def2-TZVPD basis
C -1.858 -0.268 0.969
O -2.198 0.177 2.352
C -0.354 -0.296 0.850
C 0.204 1.060 0.454
C 1.711 1.214 0.312
O 2.112 1.048 -1.705
H -2.267 0.909 1.702
H -2.308 0.143 0.049
H -2.170 -1.312 1.024
H 0.079 -0.599 1.813
H -0.008 -1.074 0.172
H -0.184 1.821 1.146
H -0.182 1.216 -0.590
H 2.102 2.220 0.416
H 2.181 0.680 1.250
H 0.399 -1.536 -1.605
H -1.416 -2.057 -2.663
O -1.233 -1.587 -1.843
H 1.679 -0.650 -1.896
H 2.294 0.471 -0.563
O 1.416 -1.581 -1.643
```

E	-460.8707	Ha
spin multiplicity	2
charge	-2
HOMO energy (spin up / spin down)	1.128 / 0.116	eV



Entry 6:
Here is 2 unconnected molecules or ions with the total composition C4H14N from OMol25. Energies are from the ωB97M-V functional and the def2-TZVPD basis.

```
19
C4H14N, DFT the ωB97M-V functional and the def2-TZVPD basis
C -0.602 3.129 3.529
N -0.238 2.329 2.302
H -1.502 3.714 3.329
H -0.658 2.417 4.358
H 0.203 3.810 3.789
H 0.299 2.852 1.606
H -1.025 1.881 1.832
H 0.403 1.571 2.560
C 0.762 -1.135 -1.275
C 0.758 -1.973 -2.550
C -0.514 -2.822 -2.590
H -0.254 -0.866 -0.938
H 1.196 -0.117 -1.368
H 1.081 -1.598 -0.348
H 1.616 -2.682 -2.459
H 0.688 -1.383 -3.461
H -0.298 -3.734 -2.062
H -1.280 -2.350 -1.954
H -1.151 -2.912 -3.454
```

E	-215.2556	Ha
charge	+1
HOMO energy	-13.546	eV
relative energy (zero: lowest compared OMol25 entry of this formula, charge and spin)	33.4	kcal per mole



Entry 7:
Here is 2 unconnected molecules or ions with the total composition C4H14N from OMol25. Energies are from the ωB97M-V functional and the def2-TZVPD basis.

```
19
C4H14N, DFT the ωB97M-V functional and the def2-TZVPD basis
C 1.128 0.371 -1.368
C 2.146 -0.432 -0.603
N 1.560 1.831 -1.478
H 1.101 0.010 -2.396
H 0.104 0.398 -1.032
H 1.859 -1.480 -0.722
H 2.087 -0.303 0.484
H 2.559 1.885 -1.685
H 1.037 2.352 -2.181
H 1.415 2.299 -0.582
H 3.149 -0.236 -0.963
C -2.143 -0.175 1.241
C -2.404 -1.514 1.893
H -1.111 -0.147 0.849
H -2.829 -0.008 0.406
H -2.211 0.714 1.878
H -3.454 -1.607 2.187
H -1.879 -1.628 2.845
H -2.113 -2.332 1.226
```

E	-215.2904	Ha
charge	+1
HOMO energy	-14.484	eV
relative energy (zero: lowest compared OMol25 entry of this formula, charge and spin)	11.6	kcal per mole



Entry 8:
Here is 2 unconnected molecules or ions with the total composition C4H14N from OMol25. Energies are from the ωB97M-V functional and the def2-TZVPD basis.

```
19
C4H14N, DFT the ωB97M-V functional and the def2-TZVPD basis
C -0.938 2.088 -0.980
C 0.401 2.261 -0.221
H -0.792 2.464 -1.983
H -1.375 1.096 -1.001
H -1.655 2.807 -0.619
H 0.420 3.218 0.317
H 0.677 1.647 0.670
H 1.285 2.078 -0.829
C -0.331 -1.099 0.286
C -0.010 -1.544 1.698
N 0.745 -1.689 -0.656
H -1.282 -1.294 -0.169
H -0.330 -0.007 0.273
H 1.023 -1.678 1.926
H -0.472 -2.504 2.024
H 1.210 -2.407 -0.097
H 0.435 -2.029 -1.566
H 1.507 -1.043 -0.891
H -0.575 -0.855 2.352
```

E	-215.2640	Ha
charge	+1
HOMO energy	-15.121	eV
relative energy (zero: lowest compared OMol25 entry of this formula, charge and spin)	28.1	kcal per mole